Entry 1:
The following is a DFT calculation (ωB97M-V/def2-TZVPD) of an isolated molecule of C9H19NO3Si in a non-equilibrium geometry.

Calculated values
largest force on an atom = 4.27 eV/A
HOMO-LUMO gap = 11.03 eV
relative energy (zero: lowest compared OMol25 entry of this formula, charge and spin) = 0.00 kcal/mol
HOMO = -10.21 eV
structure (SMILES) = CCO[Si](OCC)(OCC)[C@H](C)C#N
M = 217.341 g/mol

```
! RIJCOSX wB97M-V def2-TZVPD def2/J DEFGRID3
* xyz 0 1
N 0.985 1.667 2.758
C 1.257 0.710 2.148
O -0.870 -1.485 0.412
O 1.093 -1.094 -1.381
O -0.188 1.103 -0.339
C -2.706 -0.017 0.907
C -0.867 -1.976 -2.585
C 0.555 3.454 -0.353
C 2.042 -1.656 2.083
C -1.702 -1.052 1.452
C 0.208 -0.895 -2.500
C 0.676 2.048 -0.933
C 1.677 -0.354 1.346
Si 0.366 -0.463 -0.014
H -3.127 -0.325 -0.045
H -2.197 0.929 0.709
H -3.563 0.210 1.577
H -1.344 -1.922 -3.539
H -1.633 -1.849 -1.788
H -0.458 -2.962 -2.410
H 1.082 3.515 0.605
H 0.905 4.221 -1.009
H -0.502 3.700 -0.209
H 2.186 -2.495 1.394
H 2.958 -1.531 2.671
H 1.286 -1.958 2.809
H -2.187 -1.946 1.840
H -1.094 -0.652 2.271
H -0.299 0.085 -2.342
H 0.844 -0.780 -3.383
H 1.693 1.647 -0.862
H 0.453 2.078 -2.003
H 2.472 0.048 0.716
*
```

=====

Entry 2:
The following is a DFT calculation (ωB97M-V/def2-TZVPD) of a cluster of 2 separate species, C9H19NOS in total in a non-equilibrium geometry.

Calculated values
largest force on an atom = 5.63 eV/A
HOMO-LUMO gap (alpha / beta) = 7.21 / 8.50 eV
relative energy (zero: lowest compared OMol25 entry of this formula, charge and spin) = 157.30 kcal/mol
HOMO (alpha / beta) = -7.61 / -8.20 eV
M = 189.324 g/mol

```
! RIJCOSX wB97M-V def2-TZVPD def2/J DEFGRID3
* xyz 0 1
C -2.321 0.452 -1.630
C -2.582 -0.987 -1.205
C -1.941 -0.019 -0.290
C -2.570 1.779 1.314
C 3.440 1.659 0.234
C 1.283 -3.050 0.048
C -2.066 0.318 1.208
C 2.441 0.584 0.687
C 1.236 0.535 -0.221
N 0.435 -0.621 0.023
O 1.483 -1.522 -2.148
S 0.499 -1.874 -1.152
H -1.516 0.514 -2.259
H -3.061 1.242 -1.639
H -3.582 -1.416 -1.014
H -1.973 -1.736 -1.563
H -3.317 1.963 0.655
H -1.703 2.475 1.277
H -3.046 1.906 2.313
H 4.328 1.614 0.916
H 3.969 1.631 -0.796
H 3.005 2.568 0.516
H 1.573 -4.024 -0.539
H 0.505 -3.286 0.713
H 2.191 -2.695 0.482
H -2.718 -0.604 1.568
H -1.179 0.206 1.661
H 2.162 0.749 1.644
H 2.750 -0.426 0.745
H 0.579 1.429 -0.240
H 1.697 0.633 -1.306
*
```

=====

Entry 3:
The following is a DFT calculation (ωB97M-V/def2-TZVPD) of a structure of composition C9H19O17PdS4 in a non-equilibrium geometry.

Calculated values
largest force on an atom = 4.38 eV/A
HOMO-LUMO gap (alpha / beta) = 10.62 / 7.77 eV
HOMO (alpha / beta) = -12.76 / -12.62 eV
M = 633.922 g/mol

```
! RIJCOSX wB97M-V def2-TZVPD def2/J DEFGRID3
* xyz 1 3
Pd 11.238 12.204 10.739
C 14.204 12.514 11.403
O 12.981 12.018 11.794
H 14.417 13.545 11.760
H 14.999 11.846 11.742
H 14.298 12.510 10.312
C 15.331 13.218 7.352
C 14.023 13.859 7.093
O 13.173 12.722 6.648
S 13.540 11.592 7.667
O 13.364 10.252 7.211
O 12.851 11.936 8.938
O 15.081 11.843 7.721
H 15.880 13.741 8.134
H 15.886 13.099 6.366
H 14.202 14.637 6.292
H 13.476 14.253 7.968
C 15.618 6.424 10.621
C 14.344 7.002 10.058
O 14.585 8.408 9.796
S 16.003 8.798 10.127
O 15.992 9.982 10.894
O 16.748 8.651 8.932
O 16.301 7.602 11.070
H 16.287 5.963 9.933
H 15.308 5.674 11.438
H 13.550 6.973 10.826
H 14.015 6.563 9.105
C 5.753 9.530 10.277
C 6.538 8.387 9.570
O 7.922 8.580 9.791
S 8.077 10.184 9.997
O 7.695 10.652 8.666
O 9.328 10.599 10.574
O 6.795 10.397 10.825
H 5.122 9.310 11.072
H 5.171 10.197 9.547
H 6.298 8.438 8.517
H 6.278 7.485 10.058
C 7.139 14.892 8.490
C 7.639 13.701 7.649
O 9.098 13.686 7.632
S 9.517 14.324 8.990
O 10.771 15.028 9.007
O 9.346 13.291 10.050
O 8.335 15.284 9.205
H 6.510 14.561 9.321
H 6.847 15.764 7.904
H 7.197 13.716 6.592
H 7.389 12.743 8.067
*
```

=====

Entry 4:
The following is a DFT calculation (ωB97M-V/def2-TZVPD) of the ion C9H19O3S2 with charge -1 in a non-equilibrium geometry.

Calculated values
largest force on an atom = 2.34 eV/A
HOMO-LUMO gap = 8.24 eV
relative energy (zero: lowest compared OMol25 entry of this formula, charge and spin) = 0.00 kcal/mol
HOMO = -5.02 eV
structure (SMILES) = CC(C)[C@H](C)[C@](S)(C(C)C)S(=O)(=O)[O-]
M = 239.382 g/mol

```
! RIJCOSX wB97M-V def2-TZVPD def2/J DEFGRID3
* xyz -1 1
C -2.426 0.250 -1.186
C -2.381 1.780 0.808
C 1.275 -2.826 0.160
C 0.693 -1.254 2.009
C 0.038 1.950 -1.232
C -1.688 0.611 0.101
C 0.467 -1.581 0.533
C -0.209 0.945 -0.120
C 0.818 -0.383 -0.340
O 3.377 -0.819 0.382
O 2.939 0.966 -1.205
O 2.338 1.243 1.141
S 0.905 -0.823 -2.091
S 2.515 0.304 0.044
H -2.521 1.121 -1.830
H -3.427 -0.114 -0.959
H -1.883 -0.521 -1.726
H -2.476 2.638 0.146
H -1.805 2.083 1.681
H -3.382 1.494 1.137
H 2.334 -2.609 0.270
H 1.000 -3.652 0.817
H 1.077 -3.119 -0.868
H 1.704 -0.880 2.143
H 0.560 -2.154 2.610
H -0.005 -0.495 2.359
H -0.293 1.567 -2.194
H 1.104 2.157 -1.287
H -0.486 2.881 -1.021
H -1.753 -0.245 0.780
H -0.593 -1.831 0.375
H 0.198 1.359 0.806
H 1.986 -0.042 -2.242
*
```

=====

Entry 5:
The following is a DFT calculation (ωB97M-V/def2-TZVPD) of a structure of composition C9H19O5P in a non-equilibrium geometry.

Calculated values
largest force on an atom = 5.08 eV/A
HOMO-LUMO gap = 9.98 eV
relative energy (zero: lowest compared OMol25 entry of this formula, charge and spin) = 19.15 kcal/mol
HOMO = -9.10 eV
M = 238.220 g/mol

```
! RIJCOSX wB97M-V def2-TZVPD def2/J DEFGRID3
* xyz 0 1
C 2.772 0.541 2.038
C 2.374 0.870 0.810
C 2.351 2.113 0.088
C -3.527 -1.840 -0.070
C -2.712 1.959 -0.964
C 2.978 -0.432 -1.862
C -2.117 -2.092 -0.704
C -1.952 1.875 0.387
C 1.403 -0.436 -0.240
O -0.520 -0.860 1.507
O 1.808 -1.701 0.150
O 1.661 -0.155 -1.562
O -1.394 -0.935 -0.884
O -0.575 1.314 0.151
P -0.327 -0.279 0.225
H 2.662 -0.536 2.420
H 3.323 1.261 2.591
H 1.416 2.154 -0.555
H 3.186 2.246 -0.674
H 2.399 3.007 0.669
H -4.072 -1.068 -0.574
H -4.146 -2.682 -0.190
H -3.458 -1.488 0.990
H -3.677 2.545 -0.743
H -2.102 2.488 -1.656
H -2.821 0.962 -1.301
H 3.380 0.132 -2.736
H 2.991 -1.472 -1.979
H 3.646 0.016 -1.074
H -2.363 -2.493 -1.696
H -1.569 -2.778 -0.218
H -2.426 1.264 1.094
H -1.751 2.991 0.678
H 1.245 -1.686 0.936
*
```

=====

Entry 6:
The following is a DFT calculation (ωB97M-V/def2-TZVPD) of a cluster of 2 separate species, C9H19O5S in total in a non-equilibrium geometry.

Calculated values
largest force on an atom = 5.61 eV/A
HOMO-LUMO gap (alpha / beta) = 5.41 / 6.21 eV
relative energy (zero: lowest compared OMol25 entry of this formula, charge and spin) = 90.68 kcal/mol
HOMO (alpha / beta) = -2.50 / -3.08 eV
M = 239.313 g/mol

```
! RIJCOSX wB97M-V def2-TZVPD def2/J DEFGRID3
* xyz -1 1
C 2.722 -1.818 -0.991
C 3.794 -0.439 0.660
C -3.813 1.144 0.525
C -2.342 1.035 -1.728
C 0.545 1.520 1.703
C 0.438 0.538 -0.613
C 2.417 -0.661 0.082
C -2.549 0.616 -0.221
C -0.278 0.849 0.666
O -2.542 -2.223 -0.031
O -0.316 -2.379 -1.083
O 1.828 0.542 -0.390
O -1.610 1.094 0.672
O -0.492 -1.519 1.259
S -1.062 -2.496 0.233
H 1.773 -2.379 -1.197
H 2.964 -1.254 -1.800
H 3.476 -2.306 -0.515
H 4.068 -1.121 1.404
H 3.813 0.486 1.056
H 4.660 -0.516 -0.011
H -3.946 2.141 0.446
H -4.725 0.422 0.328
H -3.622 1.064 1.537
H -1.718 0.278 -2.016
H -1.996 2.113 -1.677
H -3.335 0.885 -2.333
H 1.493 1.849 1.281
H -0.110 2.215 2.133
H 1.003 0.897 2.365
H 0.377 1.295 -1.400
H -0.029 -0.323 -0.977
H 1.592 -0.967 0.674
H -2.477 -0.582 -0.041
*
```

=====

Entry 7:
The following is a DFT calculation (ωB97M-V/def2-TZVPD) of a cluster of 2 separate species, C9H20BrClN3O9P in total in a non-equilibrium geometry.

Calculated values
largest force on an atom = 2.86 eV/A
HOMO-LUMO gap = 7.15 eV
relative energy (zero: lowest compared OMol25 entry of this formula, charge and spin) = 0.00 kcal/mol
HOMO = -8.44 eV
M = 460.602 g/mol

```
! RIJCOSX wB97M-V def2-TZVPD def2/J DEFGRID3
* xyz 0 1
C 4.180 -1.085 0.153
C 3.442 0.075 0.839
O 2.080 -0.219 1.118
C 1.114 0.363 0.284
C 1.059 1.901 0.498
Br 0.915 2.296 2.407
C -0.038 2.636 -0.284
C 0.489 3.291 -1.584
C 1.457 0.104 -1.198
N 0.233 0.009 -2.057
C -0.529 -0.999 -1.562
N -0.829 -2.069 -2.247
O -0.398 -2.251 -3.534
N -1.050 -0.947 -0.312
P -2.751 -0.633 -0.366
O -3.365 -1.837 -0.934
O -3.215 -0.240 1.044
O -3.046 0.638 -1.285
C -0.246 -0.219 0.731
H 4.423 -0.805 -0.872
H 5.138 -1.262 0.631
H 3.586 -1.993 0.154
H 3.916 0.229 1.805
H 3.597 1.000 0.286
H 2.000 2.353 0.208
H -0.451 3.409 0.352
H -0.859 1.988 -0.570
H 1.572 3.236 -1.668
H 0.185 4.329 -1.668
H 0.089 2.754 -2.442
H 2.143 0.841 -1.597
H 1.937 -0.873 -1.259
H 0.495 -0.162 -3.022
H -1.433 -2.778 -1.835
H -1.192 -2.224 -4.089
H -2.853 -0.892 1.732
H -2.280 0.965 -1.767
H -0.059 -0.915 1.544
H -0.882 0.547 1.160
O -2.693 -2.423 5.211
Cl -3.727 -2.117 4.263
O -3.089 -1.832 2.973
O -4.462 -0.953 4.669
O -4.602 -3.238 4.087
*
```

=====

Entry 8:
The following is a DFT calculation (ωB97M-V/def2-TZVPD) of a cluster of 5 separate species, C9H20Cl8O in total in a non-equilibrium geometry.

Calculated values
largest force on an atom = 2.69 eV/A
HOMO-LUMO gap = 10.52 eV
HOMO = -10.19 eV
structure (SMILES) = ClCCCl.ClCCCl.ClCCCl.ClCCCl.CO
M = 427.882 g/mol

```
! RIJCOSX wB97M-V def2-TZVPD def2/J DEFGRID3
* xyz 0 1
Cl 2.198 -2.835 -3.973
C 0.917 -3.718 -2.995
C -0.084 -2.807 -2.245
Cl -1.117 -1.717 -3.282
H 1.357 -4.568 -2.473
H 0.303 -4.151 -3.785
H 0.269 -2.266 -1.367
H -0.779 -3.488 -1.754
Cl -2.476 4.159 2.163
C -3.909 3.931 1.229
C -3.541 3.075 -0.001
Cl -2.530 4.013 -1.134
H -4.361 4.872 0.916
H -4.646 3.369 1.802
H -4.341 2.591 -0.561
H -2.805 2.375 0.395
Cl 2.419 5.747 -1.390
C 1.045 5.376 -0.405
C 1.351 4.061 0.404
Cl 2.569 4.543 1.635
H 0.097 5.213 -0.916
H 0.821 6.191 0.284
H 1.816 3.289 -0.209
H 0.468 3.623 0.869
Cl 2.693 -7.472 2.051
C 1.657 -5.977 1.943
C 2.404 -4.863 1.318
Cl 1.488 -3.355 1.195
H 1.320 -5.693 2.939
H 0.753 -6.340 1.455
H 2.798 -5.189 0.355
H 3.147 -4.672 2.093
C -0.201 0.340 0.894
O 0.099 1.093 -0.189
H -1.274 0.219 1.045
H 0.311 -0.622 0.865
H 0.191 0.899 1.744
H -0.428 0.753 -0.915
*
```

=====

Entry 9:
The following is a DFT calculation (ωB97M-V/def2-TZVPD) of a structure of composition C9H20ClIN2OPSTm in a non-equilibrium geometry.

Calculated values
largest force on an atom = 2.72 eV/A
HOMO-LUMO gap (alpha / beta) = 7.01 / 7.04 eV
HOMO (alpha / beta) = -14.96 / -14.96 eV
M = 566.604 g/mol

```
! RIJCOSX wB97M-V def2-TZVPD def2/J DEFGRID3
* xyz 2 3
C 2.589 -2.161 -1.277
I 3.265 0.179 0.154
H 1.736 -1.504 -1.479
H 2.345 -2.755 -0.385
H 2.709 -2.826 -2.152
Tm -1.737 0.146 0.191
P -0.813 -0.145 -2.654
C 0.797 0.279 -3.436
C -1.301 -1.488 -3.825
H -2.829 1.194 -2.928
H -1.856 1.127 -4.442
H -1.348 2.188 -3.071
C -1.815 1.233 -3.349
H -2.267 -1.909 -3.521
H -1.381 -1.091 -4.849
H 0.683 0.296 -4.532
H 1.576 -0.443 -3.165
H -0.559 -2.298 -3.804
H 1.113 1.267 -3.084
C 3.885 -1.456 -1.088
O 4.998 -1.668 -1.468
Cl -3.778 -0.810 -0.718
S -0.189 -1.487 1.384
C -0.311 -0.313 2.633
N -1.472 0.477 2.655
C -1.677 1.247 3.929
C -0.429 2.056 4.163
C 0.790 1.166 4.331
N 0.659 -0.057 3.487
H -2.309 -0.146 2.533
H -1.848 0.552 4.758
H -2.560 1.861 3.790
H -0.538 2.643 5.081
H -0.248 2.748 3.334
H 0.880 0.820 5.371
H 1.725 1.682 4.074
H 1.513 -0.602 3.354
*
```

=====

Entry 10:
The following is a DFT calculation (ωB97M-V/def2-TZVPD) of an isolated molecule of C9H20N2O in a non-equilibrium geometry.

Calculated values
largest force on an atom = 3.64 eV/A
HOMO-LUMO gap = 9.24 eV
relative energy (zero: lowest compared OMol25 entry of this formula, charge and spin) = 101.61 kcal/mol
HOMO = -8.35 eV
structure (SMILES) = C=C[C@@H](NN)[C@@H](OC)C(C)(C)C
M = 172.272 g/mol

```
! RIJCOSX wB97M-V def2-TZVPD def2/J DEFGRID3
* xyz 0 1
C 1.520 2.443 -0.330
C 1.343 1.206 0.126
C -2.460 -0.842 1.303
C -1.642 1.392 0.484
C -2.333 -0.400 -1.105
C 1.339 -1.633 1.694
C 0.896 0.073 -0.716
C -0.280 -0.758 0.070
C -1.690 -0.113 0.190
N 2.957 -0.138 -1.965
N 2.061 -0.694 -1.045
O 0.158 -0.871 1.403
H 2.156 3.037 0.339
H 1.184 2.773 -1.341
H 1.490 0.801 1.180
H -2.243 -1.982 1.495
H -2.388 -0.197 2.176
H -3.519 -0.715 0.973
H -0.885 1.908 -0.213
H -1.114 1.547 1.476
H -2.632 1.734 0.374
H -1.968 0.203 -1.969
H -3.448 -0.132 -1.073
H -2.045 -1.368 -1.541
H 1.026 -2.601 1.308
H 1.662 -1.481 2.765
H 2.335 -1.259 1.177
H 0.390 0.670 -1.573
H -0.314 -1.748 -0.355
H 2.611 0.695 -2.342
H 3.832 0.117 -1.484
H 2.002 -1.664 -1.480
*
```

=====

Entry 11:
The following is a DFT calculation (ωB97M-V/def2-TZVPD) of the ion C9H20N3 with charge +1 in a non-equilibrium geometry.

Calculated values
largest force on an atom = 6.64 eV/A
HOMO-LUMO gap (alpha / beta) = 8.57 / 5.45 eV
relative energy (zero: lowest compared OMol25 entry of this formula, charge and spin) = 129.37 kcal/mol
HOMO (alpha / beta) = -12.11 / -11.75 eV
M = 170.280 g/mol

```
! RIJCOSX wB97M-V def2-TZVPD def2/J DEFGRID3
* xyz 1 1
C 3.010 -0.441 0.219
C 1.159 -1.663 -0.574
C -0.335 -1.339 -0.865
C 0.817 0.073 2.468
C -1.404 2.171 -0.181
C -1.330 0.990 -2.400
C -3.042 0.269 -0.738
C 1.258 -1.221 1.822
C -1.458 0.818 -0.900
N 1.837 -1.009 0.434
N -0.610 -0.074 -0.358
N 3.883 -0.014 1.024
H 1.107 -2.748 -0.509
H 1.670 -1.614 -1.610
H -0.661 -1.404 -1.968
H -1.063 -2.162 -0.425
H 0.642 0.999 1.807
H -0.028 -0.032 3.056
H 1.507 0.577 3.081
H -1.355 1.770 0.858
H -0.408 2.644 -0.249
H -2.267 2.863 -0.290
H -1.354 -0.025 -2.837
H -0.448 1.538 -2.723
H -2.165 1.505 -2.870
H -3.493 1.030 -1.213
H -3.199 -0.598 -1.317
H -3.336 0.051 0.222
H 2.116 -1.611 2.494
H 0.556 -2.033 1.728
H 3.633 0.173 2.029
H 4.763 0.518 0.784
*
```

=====

Entry 12:
The following is a DFT calculation (ωB97M-V/def2-TZVPD) of the ion C9H20N3 with charge +1 in a non-equilibrium geometry.

Calculated values
largest force on an atom = 4.23 eV/A
HOMO-LUMO gap = 10.53 eV
relative energy (zero: lowest compared OMol25 entry of this formula, charge and spin) = 63.49 kcal/mol
HOMO = -13.05 eV
structure (SMILES) = [H]/N=C/[C@](C)(N)[NH2+]C[C@@H]1CC1(C)C
M = 170.280 g/mol

```
! RIJCOSX wB97M-V def2-TZVPD def2/J DEFGRID3
* xyz 1 1
C 1.000 1.337 2.837
C 1.431 -1.609 -1.104
C 0.067 -0.989 -0.626
C 0.169 -1.849 -1.866
C -0.168 -1.142 -3.067
C -0.526 -3.140 -1.693
C -0.829 3.146 1.993
C -0.307 0.499 -0.645
C -0.445 1.688 1.736
N 1.968 0.840 2.254
N -1.496 0.819 2.097
N 0.262 1.416 0.436
H 0.849 1.508 3.978
H 2.203 -0.839 -1.555
H 1.950 -2.409 -0.551
H -0.292 -1.474 0.294
H 0.440 -0.279 -3.336
H -1.144 -0.821 -2.976
H -0.125 -1.851 -3.827
H -0.068 -3.938 -2.238
H -1.565 -3.192 -2.004
H -0.475 -3.598 -0.694
H -1.897 3.342 1.755
H -0.498 3.957 1.370
H -0.546 3.410 3.002
H -1.445 0.524 -0.456
H -0.113 0.861 -1.644
H 2.941 0.708 2.732
H -2.368 1.254 1.915
H -1.357 -0.096 1.915
H 1.211 1.095 0.878
H 0.368 2.219 -0.072
*
```